The molecule CN2O3 at a distorted geometry. Source: the OMol25 dataset; level of theory: ωB97M-V/def2-TZVPD.

Each line ends with the Mulliken spin population.
Positions of all 6 atoms, in Å:
C1 -0.7438 -1.0607 -0.5248  0.1110
N1 -1.2575 -1.7725 -1.2600  0.6671
N2 0.6075 0.8394 0.4359  0.4942
O1 -0.3718 -0.3667 0.4723  0.5077
O2 0.5664 1.4311 1.4292  0.1105
O3 1.1992 0.9295 -0.5525  0.1096

Summary:
2S+1: 3
HOMO-LUMO gap (alpha / beta): 7.09 / 6.73 eV
LUMO (alpha / beta): 0.26 / -5.32 eV
total charge: 0
ΔE to the lowest compared entry with this formula, charge and spin: 276.56 kJ/mol
max |F|: 14.3 eV/Å